51
Properties=species:S:1:pos:R:3:forces:R:3:mulliken_charge:R:1 method="wB97M-V/def2-TZVPD" charge=0 orbital_gap_ha=0.3535 e_homo_ev=-9.3 largest_force_ev_per_a=0.33 multiplicity=1
H 3.943 2.907 -3.618 0.06 0.04 0.07 0.63
O -1.466 0.671 -2.821 0.09 0.12 -0.05 -0.56
N 2.073 4.108 -1.407 0.00 -0.07 0.02 -0.51
C -5.268 -0.044 0.431 -0.01 -0.02 -0.01 -0.55
C 2.785 0.245 -1.653 0.13 0.02 -0.06 -1.10
H -5.800 0.840 0.755 0.00 0.00 0.01 0.37
C -1.420 -0.373 3.791 0.01 0.01 0.02 -0.11
C 3.190 2.395 -3.020 0.19 -0.08 -0.16 -0.80
C -3.239 -1.249 0.173 -0.02 0.05 -0.02 0.24
H 1.154 -1.061 -2.130 -0.02 -0.01 0.03 0.47
H -2.376 -1.958 2.679 -0.02 -0.02 0.01 0.46
C -1.180 -0.762 6.149 0.01 0.01 -0.01 -0.25
H 0.627 1.792 -0.607 0.00 -0.01 -0.04 0.33
N 5.372 2.050 -0.338 0.02 0.03 -0.04 -0.57
O 5.784 -0.703 -2.440 -0.10 0.19 0.18 -0.47
H 6.800 1.275 -4.367 -0.06 0.15 -0.10 0.29
H -0.844 -0.436 7.124 0.00 0.00 0.00 0.35
C -3.892 -2.315 -0.406 0.03 -0.05 -0.02 -0.53
C -5.268 -2.232 -0.564 -0.01 0.02 0.01 -0.38
H 2.418 2.032 -3.694 0.04 -0.02 -0.06 0.42
C 1.687 -0.229 -2.595 0.00 -0.06 0.10 -0.80
N 6.078 1.521 -3.703 0.09 -0.29 0.14 -0.53
C 3.834 1.204 -2.267 -0.09 0.08 0.10 1.29
H 3.301 -0.653 -1.303 0.02 0.01 0.07 0.53
O 0.748 0.772 -3.000 0.03 -0.07 -0.08 -0.38
H -7.029 -1.042 -0.277 0.00 0.00 0.00 0.39
C -0.422 0.877 -2.280 -0.17 -0.05 0.00 0.53
H 5.236 -1.383 -2.034 0.05 -0.17 -0.09 0.32
H 2.125 -0.609 -3.518 -0.02 0.02 -0.06 0.38
H -0.505 1.013 5.150 0.00 0.00 0.00 0.39
C 4.674 1.697 -1.179 0.12 0.01 0.05 -0.05
H -5.802 -3.057 -1.015 0.00 0.00 -0.01 0.37
H -1.127 1.971 -0.634 -0.08 -0.08 0.08 0.33
H 6.500 1.883 -2.852 0.03 0.02 -0.01 0.24
H -1.274 0.256 2.923 0.01 -0.01 -0.01 0.32
C -2.039 -1.605 3.642 -0.01 -0.03 -0.04 -0.37
P 4.964 0.281 -3.485 -0.13 0.01 -0.20 0.18
H -3.333 -3.183 -0.724 0.01 0.01 0.01 0.43
C -2.215 -2.392 4.762 0.01 0.04 0.02 0.38
H 2.367 0.702 -0.758 -0.05 0.02 -0.01 0.29
C -5.956 -1.100 -0.149 0.00 0.00 0.00 -0.51
C 2.573 3.357 -2.116 -0.21 0.10 0.07 0.13
F -2.815 -3.592 4.625 0.00 0.00 0.00 -0.31
H -1.960 -2.646 6.867 0.00 -0.01 -0.01 0.43
H -0.430 0.398 -0.226 0.02 0.00 0.13 0.20
C -3.892 -0.112 0.599 0.02 0.03 0.03 0.17
H -3.335 0.696 1.053 0.01 0.00 -0.01 0.36
C -1.799 -1.997 6.018 0.00 -0.01 0.03 -0.57
C -0.989 0.052 5.040 0.00 0.01 0.00 -0.71
F -1.893 -1.323 0.341 -0.01 -0.04 -0.02 -0.37
C -0.305 1.288 -0.839 0.02 0.12 -0.06 -0.77